# 1
Computed, not measured: a molecular structure, C47H59InN7PS2SeSi, with ωB97M-V/def2-TZVPD.

Geometry (Å):
1 In -0.370 0.550 -1.045
2 N -0.516 4.884 -1.533
3 C -0.229 3.612 -1.984
4 S -1.537 2.698 -2.557
5 N 1.038 3.281 -2.013
6 N 1.275 1.995 -2.300
7 C 2.483 1.575 -2.567
8 C 3.630 2.481 -2.743
9 C 4.400 2.444 -3.907
10 C 5.426 3.349 -4.096
11 C 5.703 4.308 -3.134
12 C 4.948 4.348 -1.972
13 C 3.918 3.450 -1.781
14 C 2.655 0.144 -2.639
15 C 3.926 -0.451 -2.763
16 C 4.035 -1.822 -2.738
17 C 2.887 -2.587 -2.547
18 C 1.685 -1.923 -2.403
19 N 1.553 -0.614 -2.481
20 H -1.495 5.017 -1.328
21 H 0.115 5.224 -0.824
22 H 4.170 1.708 -4.667
23 H 6.013 3.313 -5.005
24 H 6.495 5.029 -3.289
25 H 5.168 5.085 -1.212
26 H 3.322 3.478 -0.884
27 H 4.805 0.175 -2.843
28 H 5.001 -2.303 -2.841
29 H 2.935 -3.663 -2.474
30 H 0.773 -2.471 -2.211
31 C -4.896 1.242 -1.166
32 C -4.880 2.194 -0.012
33 C -5.474 3.442 -0.133
34 C -5.443 4.359 0.904
35 C -4.816 4.019 2.092
36 C -4.209 2.783 2.222
37 C -4.235 1.855 1.184
38 P -3.123 0.372 1.218
39 C -4.189 -1.065 1.659
40 C -3.544 -2.261 1.334
41 C -4.173 -3.483 1.465
42 C -5.466 -3.527 1.959
43 C -6.087 -2.354 2.352
44 C -5.475 -1.113 2.206
45 C -6.199 0.111 2.681
46 C -2.211 0.617 2.747
47 C -2.372 -0.174 3.874
48 C -1.562 -0.021 4.981
49 C -0.547 0.943 4.951
50 C -0.360 1.731 3.856
51 C -1.165 1.605 2.681
52 C -0.968 2.396 1.578
53 H -5.635 1.543 -1.907
54 H -5.122 0.231 -0.829
55 H -3.913 1.250 -1.644
56 H -5.955 3.706 -1.066
57 H -5.885 5.341 0.774
58 H -4.778 4.724 2.913
59 H -3.692 2.523 3.138
60 H -2.512 -2.205 1.004
61 H -3.663 -4.395 1.184
62 H -5.983 -4.472 2.060
63 H -7.074 -2.404 2.799
64 H -7.081 -0.171 3.255
65 H -6.518 0.730 1.843
66 H -5.548 0.718 3.304
67 H -3.146 -0.933 3.897
68 H -1.702 -0.636 5.861
69 H 0.100 1.052 5.815
70 H 0.434 2.466 3.838
71 H -0.210 3.166 1.585
72 H -1.696 2.438 0.782
73 Se 0.916 -2.081 1.149
74 C 4.113 -2.940 1.231
75 Si 2.862 -1.825 2.160
76 C 2.746 -2.588 3.946
77 C 4.081 -2.614 4.688
78 C 2.244 -4.022 3.802
79 C 1.721 -1.821 4.771
80 C 3.600 -0.039 2.087
81 C 5.013 0.076 2.660
82 C 2.678 0.937 2.802
83 C 3.662 0.373 0.624
84 H 5.055 -3.062 1.754
85 H 4.313 -2.529 0.248
86 H 3.663 -3.917 1.103
87 H 4.879 -3.014 4.064
88 H 4.005 -3.241 5.580
89 H 4.373 -1.615 5.009
90 H 3.008 -4.666 3.371
91 H 1.376 -4.047 3.149
92 H 1.953 -4.434 4.771
93 H 2.110 -0.860 5.100
94 H 1.436 -2.388 5.659
95 H 0.823 -1.643 4.188
96 H 5.025 -0.061 3.738
97 H 5.408 1.072 2.450
98 H 5.692 -0.653 2.220
99 H 2.603 0.707 3.861
100 H 1.682 0.884 2.369
101 H 3.040 1.965 2.710
102 H 4.411 -0.211 0.090
103 H 3.919 1.431 0.528
104 H 2.700 0.223 0.140
105 C 0.738 -2.774 -6.052
106 C -0.064 -3.697 -5.144
107 C -0.964 -2.914 -4.259
108 N -0.939 -1.649 -4.106
109 N -1.768 -1.175 -3.190
110 C -2.477 -2.080 -2.601
111 N -3.438 -1.827 -1.692
112 S -2.146 -3.719 -3.198
113 H 1.458 -3.341 -6.642
114 H 1.262 -2.042 -5.445
115 H 0.073 -2.242 -6.727
116 H 0.619 -4.271 -4.510
117 H -0.656 -4.410 -5.727
118 H -3.288 -0.954 -1.192
119 H -3.713 -2.588 -1.087

Properties
net charge	-2
frontier orbital gap	3.9	eV
multiplicity	1
highest occupied orbital energy	-0.15	eV
energy above the lowest of the compared OMol25 structures with the same formula, charge and spin	0.000	eV
max |F|	1.67	eV/A
electronic energy	-6228.53033	hartree

Mulliken population analysis, charges in e, atoms 1 to 5: number 1, In, carries 0.83; number 2, N, carries -0.54; number 3, C, carries 0.21; number 4, S, carries -0.41; number 5, N, carries -1.10


# 2
Computed, not measured: 2 unconnected molecules or ions with the total composition CH9N6, with ωB97M-V/def2-TZVPD.

Geometry (Å):
1 C 1.349 -0.255 0.157
2 N 0.467 0.429 0.851
3 N 1.942 -1.313 0.793
4 N 1.675 0.188 -1.073
5 N -2.354 0.027 -0.998
6 N -2.818 -0.498 -0.035
7 N -0.310 1.499 0.338
8 H 1.458 -1.567 1.579
9 H 2.264 -2.082 0.238
10 H 1.548 1.186 -1.206
11 H 2.535 -0.107 -1.434
12 H 0.468 0.166 1.748
13 H -2.839 0.522 -1.722
14 H -3.841 -0.332 0.191
15 H -0.920 1.877 1.144
16 H -0.894 1.036 -0.353

Properties
net charge	+1
frontier orbital gap	9.8	eV
multiplicity	1
highest occupied orbital energy	-12.72	eV
energy above the lowest of the compared OMol25 structures with the same formula, charge and spin	1.711	eV
max |F|	4.43	eV/A
electronic energy	-371.70764	hartree

natural (NBO) population analysis, charges in e, atoms 1 to 5: number 1, C, carries 0.66; number 2, N, carries -0.37; number 3, N, carries -0.76; number 4, N, carries -0.76; number 5, N, carries -0.35


# 3
Computed, not measured: a molecular structure, C39H38AsBaCl4N11O4P2, with ωB97M-V/def2-TZVPD.

Geometry (Å):
1 Ba -0.626 1.755 0.214
2 N -2.386 2.476 4.105
3 C -2.158 1.147 3.795
4 N -2.577 0.160 4.586
5 N -2.189 -0.955 3.952
6 N -1.570 -0.645 2.854
7 N -1.530 0.696 2.716
8 C -1.808 3.581 3.492
9 N -1.769 4.762 4.099
10 N -1.185 5.570 3.199
11 N -0.897 4.904 2.125
12 N -1.285 3.621 2.271
13 H -2.693 2.639 5.048
14 O -2.470 -0.251 -0.086
15 P -2.077 -1.600 -0.574
16 C -0.588 -2.275 0.248
17 P 1.070 -1.669 -0.103
18 O 1.296 -0.212 0.072
19 C 1.539 -2.192 -1.766
20 C 1.788 -3.525 -2.086
21 C 2.172 -3.867 -3.373
22 C 2.311 -2.874 -4.336
23 C 2.070 -1.546 -4.017
24 C 1.687 -1.193 -2.728
25 C 2.143 -2.607 1.018
26 C 1.849 -3.857 1.552
27 C 2.749 -4.479 2.406
28 C 3.946 -3.855 2.728
29 C 4.239 -2.604 2.204
30 C 3.339 -1.977 1.355
31 C -3.297 -2.861 -0.125
32 C -3.972 -3.654 -1.046
33 C -4.903 -4.586 -0.605
34 C -5.161 -4.719 0.752
35 C -4.500 -3.915 1.671
36 C -3.569 -2.983 1.239
37 C -1.806 -1.619 -2.352
38 C -1.368 -2.749 -3.047
39 C -1.133 -2.670 -4.407
40 C -1.317 -1.463 -5.076
41 C -1.740 -0.336 -4.390
42 C -1.992 -0.413 -3.023
43 H -0.588 -3.357 0.084
44 H -0.774 -2.065 1.317
45 H 1.700 -4.293 -1.325
46 H 2.372 -4.902 -3.622
47 H 2.612 -3.140 -5.343
48 H 2.175 -0.768 -4.761
49 H 1.507 -0.149 -2.476
50 H 0.908 -4.345 1.330
51 H 2.507 -5.445 2.832
52 H 4.642 -4.337 3.403
53 H 5.161 -2.103 2.473
54 H 3.536 -0.983 0.972
55 H -3.788 -3.533 -2.106
56 H -5.432 -5.200 -1.323
57 H -5.890 -5.445 1.093
58 H -4.709 -4.004 2.730
59 H -3.065 -2.342 1.957
60 H -1.194 -3.683 -2.524
61 H -0.780 -3.542 -4.944
62 H -1.111 -1.398 -6.137
63 H -1.864 0.611 -4.901
64 H -2.330 0.468 -2.486
65 Cl -2.429 3.780 -6.836
66 C -1.495 3.291 -5.452
67 C -0.178 2.909 -5.601
68 Cl 0.570 2.912 -7.172
69 C 0.558 2.524 -4.465
70 Cl 2.224 2.031 -4.638
71 C 0.015 2.494 -3.176
72 O 0.659 2.082 -2.139
73 C -1.378 2.909 -3.016
74 O -1.909 2.846 -1.847
75 C -2.075 3.293 -4.169
76 Cl -3.750 3.729 -3.974
77 C 1.404 6.814 0.967
78 N 1.854 5.510 0.488
79 C 1.116 4.980 -0.666
80 C 2.277 4.636 1.395
81 N 2.729 3.891 2.160
82 H 1.550 7.536 0.163
83 H 1.996 7.107 1.834
84 H 0.352 6.774 1.256
85 H 1.186 5.699 -1.483
86 H 0.059 4.845 -0.426
87 H 1.559 4.045 -1.010
88 C 3.723 1.038 3.825
89 As 1.809 0.852 3.390
90 C 1.157 2.104 4.747
91 C 1.511 -0.785 4.447
92 H 3.885 0.951 4.902
93 H 4.057 2.014 3.477
94 H 4.297 0.261 3.315
95 H 1.744 2.013 5.663
96 H 0.114 1.876 4.964
97 H 1.225 3.120 4.361
98 H 1.917 -0.671 5.455
99 H 1.994 -1.635 3.960
100 H 0.439 -0.979 4.503

Properties
net charge	-2
frontier orbital gap	5.4	eV
multiplicity	1
highest occupied orbital energy	-1.79	eV
energy above the lowest of the compared OMol25 structures with the same formula, charge and spin	0.000	eV
max |F|	0.54	eV/A
electronic energy	-7197.28815	hartree

Mulliken population analysis, charges in e, atoms 1 to 5: number 1, Ba, carries 1.99; number 2, N, carries -0.10; number 3, C, carries 0.02; number 4, N, carries -0.60; number 5, N, carries -0.83